95
Properties=species:S:1:pos:R:3:forces:R:3:lowdin_charge:R:1 method="wB97M-V/def2-TZVPD" orbital_gap_ev=6.68 e_homo_ha=-0.595 de_lowest_kj_mol=159.1 mol_weight_g_mol=865.64 total_charge=+3
Ti 0.046554 0.600924 -0.226105 0.41 0.12 0.04 1.020
C 1.467914 3.634759 -1.829681 0.06 0.08 0.05 -0.048
C 2.076098 3.660863 -0.435046 0.01 -0.09 -0.06 -0.346
C 3.121942 2.573994 -0.214746 0.07 0.04 0.05 -0.047
C 1.057909 3.572946 0.680138 -0.04 -0.03 0.00 -0.232
C -0.121820 4.518684 0.684181 0.01 0.09 0.08 -0.005
O -1.021817 3.844133 1.621429 0.07 0.11 0.04 0.093
C -0.677969 2.589367 1.688526 0.41 -0.20 0.15 -0.309
N 0.337594 2.246037 0.874302 -0.20 0.23 -0.12 -0.004
C -1.231716 1.787257 2.761506 0.04 0.02 -0.10 -0.149
C -2.179917 2.396189 3.591557 0.00 0.00 -0.01 0.040
C -2.542507 1.803727 4.786600 0.00 -0.04 0.02 0.001
C -1.923194 0.627098 5.178561 -0.01 0.01 0.02 0.016
C -0.995142 0.002179 4.347546 -0.02 -0.03 0.02 -0.040
C -0.663728 0.544565 3.119820 -0.07 -0.08 -0.15 -0.261
P 0.464767 -0.444543 2.060154 -0.08 0.35 0.31 1.060
C 2.041977 -0.265234 2.934190 0.06 0.05 -0.08 -0.368
C 2.910930 -1.305632 3.259933 -0.01 -0.04 0.06 -0.092
C 4.101727 -1.037544 3.920904 -0.02 -0.01 0.00 -0.037
C 4.443184 0.263233 4.256557 0.00 0.01 -0.01 -0.031
C 3.577725 1.306128 3.949455 -0.01 -0.01 0.01 -0.047
C 2.388093 1.044287 3.293634 -0.01 -0.03 -0.04 -0.097
C -0.215541 -2.116825 2.081901 0.21 -0.06 0.05 -0.336
C 0.604744 -3.225555 1.851377 -0.06 -0.04 -0.07 -0.120
C 0.089591 -4.507595 1.949913 -0.01 0.03 -0.02 -0.044
C -1.251671 -4.696613 2.250538 -0.01 0.02 -0.01 -0.032
C -2.087703 -3.598335 2.406869 0.00 -0.02 -0.04 -0.035
C -1.578646 -2.312959 2.322988 -0.05 0.02 0.02 -0.081
H 2.248113 3.598537 -2.588897 -0.02 -0.01 0.02 0.098
H 0.827238 2.757144 -1.962522 0.01 0.00 -0.01 0.031
H 0.868079 4.523077 -2.029224 -0.03 -0.01 0.02 0.096
H 2.575497 4.623785 -0.290488 -0.02 0.02 -0.03 0.166
H 2.671335 1.573450 -0.259083 0.00 0.01 -0.01 0.002
H 3.586139 2.657847 0.769087 -0.01 0.00 -0.01 0.097
H 3.909635 2.623888 -0.965165 -0.01 -0.02 0.00 0.100
H 1.606993 3.722468 1.616427 -0.02 -0.06 0.04 0.161
H -0.632054 4.620914 -0.271409 -0.06 -0.07 0.00 0.130
H 0.098257 5.493911 1.108023 -0.02 0.01 -0.03 0.160
H -2.607489 3.347448 3.307171 0.00 0.00 0.01 0.140
H -3.282040 2.271160 5.421524 0.01 0.01 0.01 0.133
H -2.164284 0.180893 6.134529 -0.01 -0.01 -0.01 0.134
H -0.545398 -0.931422 4.663272 -0.02 0.00 0.01 0.134
H 2.668221 -2.333025 3.040324 -0.03 0.00 0.00 0.091
H 4.757942 -1.856042 4.183774 0.00 0.00 0.00 0.124
H 5.373762 0.464524 4.769759 -0.01 0.00 0.02 0.125
H 3.821890 2.318418 4.243118 0.01 0.00 -0.02 0.120
H 1.709568 1.862889 3.089678 0.00 0.01 0.01 0.090
H 1.636684 -3.103763 1.559450 0.01 -0.02 0.12 0.054
H 0.738480 -5.358550 1.792120 0.00 -0.01 0.01 0.122
H -1.646916 -5.697890 2.356894 -0.01 0.00 -0.03 0.124
H -3.141901 -3.740381 2.602778 0.00 -0.01 0.03 0.123
H -2.251054 -1.474738 2.454521 0.05 -0.04 0.04 0.096
O -3.566199 0.361621 1.274327 0.03 -0.31 -0.01 0.220
C -2.794193 0.611466 0.416913 0.08 0.15 -0.17 -0.426
O -1.516580 0.050975 0.365149 -0.68 -0.08 0.16 -0.244
C -2.969466 1.572755 -0.701547 0.14 0.03 -0.02 -0.192
C -4.228650 1.961805 -1.103475 -0.03 0.07 0.02 0.058
C -4.322603 2.830330 -2.183893 0.00 0.00 0.00 0.017
C -3.154336 3.262502 -2.787328 -0.01 0.02 0.01 0.010
C -1.931185 2.822054 -2.298467 0.07 0.03 0.04 -0.090
N -1.827300 1.986874 -1.264228 0.07 -0.25 -0.03 0.090
H -5.098138 1.582075 -0.584536 -0.01 0.01 0.00 0.145
H -5.287673 3.156572 -2.547597 0.00 0.00 0.00 0.136
H -3.177313 3.937242 -3.631867 0.00 -0.01 -0.01 0.131
H -1.011296 3.150581 -2.762297 0.00 -0.01 -0.02 0.105
C 0.114862 -5.792600 -3.466241 0.06 0.04 0.04 -0.020
C 0.792949 -4.717034 -2.666186 -0.03 -0.05 -0.02 -0.220
C 2.180048 -4.638894 -2.562885 0.01 -0.02 -0.01 0.018
C 2.774245 -3.607155 -1.850525 -0.01 0.00 -0.02 -0.064
C 1.906005 -2.703326 -1.276082 -0.01 -0.02 0.04 -0.654
Br 2.652716 -1.269612 -0.207666 0.06 0.11 -0.09 0.946
N 0.602161 -2.734766 -1.312488 -0.05 0.07 -0.07 0.047
C 0.054544 -3.739691 -2.006526 -0.04 0.01 0.03 -0.065
H 0.675369 -6.724822 -3.427141 -0.01 0.00 0.02 0.094
H 0.049818 -5.495567 -4.514371 0.00 0.00 -0.01 0.099
H -0.895853 -5.980602 -3.108919 0.00 0.01 0.01 0.088
H 2.802767 -5.391841 -3.030278 0.00 0.02 -0.03 0.138
H 3.846345 -3.523194 -1.746659 0.00 0.00 -0.01 0.117
H -1.029342 -3.769357 -2.026852 0.01 0.01 -0.01 0.125
N 2.640970 0.791673 -2.859843 0.07 0.02 0.00 0.142
C 1.361986 0.564757 -3.137630 -0.07 -0.05 0.09 -0.679
N 0.445259 0.163026 -2.245402 -0.31 -0.15 -0.22 -0.055
C -0.750547 -0.209782 -2.946500 0.09 -0.11 0.01 -0.321
C -1.811533 -0.958242 -2.452096 -0.03 -0.08 0.09 -0.060
C -2.913857 -1.175985 -3.264282 0.02 0.00 -0.05 -0.037
C -2.961288 -0.686011 -4.568531 0.03 0.02 0.03 -0.039
C -1.867269 -0.025643 -5.103177 -0.01 -0.05 0.00 -0.049
C -0.771173 0.178917 -4.279785 0.09 0.08 -0.06 -0.452
S 0.787147 0.820455 -4.743085 -0.02 0.03 -0.07 1.193
H 3.045081 0.426647 -2.010577 -0.02 -0.01 -0.02 0.017
H 3.277601 1.025266 -3.606337 0.00 0.02 0.00 0.135
H -1.763297 -1.423496 -1.475946 -0.01 0.10 -0.01 0.099
H -3.737412 -1.768053 -2.887348 -0.02 0.02 0.01 0.124
H -3.833626 -0.861841 -5.182484 0.01 -0.03 -0.01 0.125
H -1.855837 0.289804 -6.137939 -0.01 0.00 0.00 0.128